{"formula": "C4H8O3", "method": "ωB97M-V/def2-TZVPD", "species": ["C", "C", "C", "O", "H", "H", "H", "H", "H", "H", "O", "C", "O", "H", "H"], "coordinates": [[-1.5095, 0.8894, -1.1414], [-1.2490, -0.1150, -0.0589], [-0.6132, 0.1697, 1.0737], [-0.4207, -0.7569, 2.0593], [-1.1821, 0.5076, -2.1145], [-2.5753, 1.1272, -1.2283], [-0.9711, 1.8265, -0.9563], [-1.5974, -1.1375, -0.2036], [-0.2246, 1.1729, 1.2771], [0.5171, -0.7193, 2.3080], [2.2262, -0.5289, 1.1118], [2.0602, -0.2211, -0.0428], [1.7590, -1.0702, -1.0243], [2.1514, 0.7994, -0.4418], [1.6290, -1.9438, -0.6179]], "atomic_forces_ev_per_a": [[0.0, 0.1, 0.0], [0.1, 0.1, 0.2], [-0.2, 0.2, -0.4], [0.2, 0.0, 0.1], [0.0, 0.0, 0.1], [0.1, 0.0, 0.0], [-0.1, -0.1, 0.0], [0.0, 0.1, 0.0], [-0.1, -0.2, 0.0], [-0.2, 0.0, 0.0], [0.0, 0.1, -0.5], [0.1, 0.0, 0.2], [0.1, -0.1, 0.1], [0.0, -0.1, 0.1], [0.0, 0.0, -0.1]], "energy_ev": -10419.5318, "de_lowest_kcal_mol": 33.94, "homo_energy_ev": -8.9, "fmax_ev_per_a": 0.478, "orbital_gap_ev": 9.69}



{"formula": "C28H92ClN36O21P", "method": "ωB97M-V/def2-TZVPD", "species": ["C", "C", "C", "C", "C", "C", "C", "O", "P", "Cl", "C", "C", "C", "O", "O", "H", "H", "H", "H", "H", "H", "H", "H", "H", "H", "H", "H", "H", "H", "H", "H", "H", "H", "H", "H", "C", "O", "N", "N", "H", "H", "H", "H", "C", "O", "N", "N", "H", "H", "H", "H", "C", "O", "N", "N", "H", "H", "H", "H", "C", "O", "N", "N", "H", "H", "H", "H", "C", "O", "N", "N", "H", "H", "H", "H", "C", "O", "N", "N", "H", "H", "H", "H", "C", "O", "N", "N", "H", "H", "H", "H", "C", "O", "N", "N", "H", "H", "H", "H", "C", "O", "N", "N", "H", "H", "H", "H", "C", "O", "N", "N", "H", "H", "H", "H", "C", "O", "N", "N", "H", "H", "H", "H", "C", "O", "N", "N", "H", "H", "H", "H", "C", "O", "N", "N", "H", "H", "H", "H", "C", "O", "N", "N", "H", "H", "H", "H", "C", "O", "N", "N", "H", "H", "H", "H", "C", "O", "N", "N", "H", "H", "H", "H", "C", "O", "N", "N", "H", "H", "H", "H", "C", "O", "N", "N", "H", "H", "H", "H"], "coordinates": [[1.3493, 6.2488, -3.3277], [1.6789, 4.8326, -3.8876], [2.2400, 4.8590, -5.3057], [0.4603, 3.8624, -3.7634], [0.8581, 2.7843, -2.7278], [-0.0415, 1.5038, -2.7334], [0.8164, 3.4167, -1.3535], [1.4333, 2.6657, -0.2907], [3.0237, 2.3795, -0.5027], [3.3397, 0.5973, 0.5803], [3.9098, 3.6611, 0.4810], [3.4018, 3.9322, 1.9070], [2.0449, 4.5845, 1.9877], [1.1599, 4.0583, 2.5001], [1.8596, 5.8558, 1.5080], [1.7496, 6.3250, -2.3195], [0.2749, 6.4135, -3.3429], [1.8767, 6.9826, -3.9316], [2.4826, 4.4723, -3.2438], [1.4257, 4.8697, -6.0294], [2.8376, 3.9664, -5.4991], [2.8906, 5.7188, -5.4524], [0.3348, 3.4337, -4.7532], [-0.4516, 4.3841, -3.4798], [1.8416, 2.4568, -3.0388], [0.6015, 0.6442, -2.9052], [-0.4918, 1.3970, -1.7499], [-0.7653, 1.4997, -3.5487], [-0.2281, 3.5203, -1.0752], [1.2065, 4.4367, -1.3846], [3.9071, 4.5782, -0.1038], [4.9316, 3.2974, 0.5656], [4.1076, 4.6301, 2.3640], [3.3869, 3.0650, 2.5527], [2.0386, 5.8990, 0.5572], [3.7069, -3.0402, 3.5104], [3.7535, -3.5402, 4.6213], [3.4999, -1.7054, 3.3280], [3.8671, -3.7597, 2.3660], [3.4877, -1.2713, 2.4263], [3.3726, -1.1385, 4.1470], [4.0213, -4.7513, 2.4574], [3.8374, -3.3539, 1.4488], [-3.1150, 1.1463, -5.9902], [-2.2800, 2.0169, -5.8004], [-4.4194, 1.2822, -5.5880], [-2.8351, -0.0275, -6.6089], [-5.1168, 0.5761, -5.7306], [-4.6710, 2.1352, -5.1253], [-1.8904, -0.1708, -6.9139], [-3.5200, -0.7491, -6.7746], [-2.7199, 6.9877, -2.3070], [-1.5839, 6.6123, -2.0710], [-3.7619, 6.1067, -2.3884], [-3.0421, 8.2966, -2.4975], [-4.7112, 6.3748, -2.5706], [-3.5470, 5.1337, -2.2610], [-2.2961, 8.9651, -2.4392], [-3.9722, 8.6183, -2.6873], [-5.6898, -1.6262, -8.8487], [-4.8669, -1.8413, -7.9714], [-6.5104, -0.5304, -8.8298], [-5.8531, -2.4538, -9.9126], [-7.1897, -0.3343, -9.5395], [-6.4126, 0.1056, -8.0610], [-5.2655, -3.2739, -9.9622], [-6.5207, -2.2886, -10.6411], [-4.3092, 5.8089, 1.4869], [-5.4225, 6.0283, 1.0424], [-3.2100, 5.6832, 0.6928], [-4.0668, 5.6629, 2.8282], [-2.2883, 5.4996, 1.0440], [-3.3431, 5.7812, -0.3004], [-4.8493, 5.7501, 3.4527], [-3.1553, 5.4866, 3.2119], [6.5647, -3.1696, 6.7825], [6.8594, -2.3477, 5.9235], [7.4340, -3.5081, 7.7865], [5.3657, -3.8049, 6.8082], [7.2211, -4.1763, 8.5017], [8.3284, -3.0545, 7.7921], [4.7058, -3.5691, 6.0685], [5.1105, -4.4794, 7.5041], [-3.9659, 2.3094, 4.9380], [-3.6623, 3.1264, 5.7841], [-4.0880, 0.9700, 5.2122], [-4.2051, 2.6586, 3.6400], [-4.3379, 0.2833, 4.5264], [-3.9187, 0.6780, 6.1608], [-4.1142, 3.6364, 3.4095], [-4.4533, 2.0055, 2.9214], [-4.2749, -5.8559, -9.2644], [-3.9013, -4.9867, -10.0468], [-3.4794, -6.3742, -8.3027], [-5.5400, -6.3747, -9.3059], [-3.7651, -7.0929, -7.6606], [-2.5445, -6.0164, -8.2425], [-6.1614, -6.0182, -10.0070], [-5.8665, -7.0850, -8.6784], [-0.8851, -0.2495, 7.6215], [-1.7484, 0.2351, 8.3280], [0.2937, -0.7318, 8.1151], [-1.0274, -0.3510, 6.2640], [1.0139, -1.1324, 7.5461], [0.4329, -0.6729, 9.1116], [-1.8806, -0.0018, 5.8674], [-0.3352, -0.7488, 5.6588], [7.2220, 0.3460, 2.2906], [7.6378, 1.1892, 1.5113], [7.9426, -0.0864, 3.3659], [5.9935, -0.2332, 2.1536], [7.6136, -0.7775, 4.0191], [8.8499, 0.3189, 3.5003], [5.4235, 0.0608, 1.3715], [5.6376, -0.9236, 2.7895], [-1.8161, -9.1283, -6.6003], [-2.8639, -8.8401, -7.1598], [-0.6670, -9.3748, -7.2992], [-1.7122, -9.2241, -5.2492], [0.2050, -9.6128, -6.8672], [-0.7156, -9.3107, -8.2994], [-2.5449, -9.0489, -4.7057], [-0.8610, -9.4574, -4.7746], [1.1188, -6.1163, 1.7451], [2.2188, -6.4899, 2.1072], [0.0576, -6.9728, 1.6215], [0.8500, -4.8159, 1.4324], [-0.8557, -6.6838, 1.3300], [0.2200, -7.9381, 1.8420], [1.6087, -4.1631, 1.5136], [-0.0475, -4.4874, 1.1306], [-3.2565, -8.6206, -1.9237], [-3.7661, -8.5292, -3.0303], [-3.2773, -9.7650, -1.1942], [-2.6233, -7.5568, -1.3348], [-2.8634, -9.8465, -0.2853], [-3.7363, -10.5719, -1.5971], [-2.5941, -6.6987, -1.8544], [-2.1988, -7.5923, -0.4293], [1.1544, 8.9500, 4.3402], [1.2948, 9.9641, 5.0093], [1.2571, 7.7000, 4.8686], [0.8803, 8.9910, 3.0032], [1.1432, 6.8592, 4.3334], [1.4545, 7.6287, 5.8539], [0.7960, 9.8952, 2.5781], [0.7627, 8.1699, 2.4379], [0.9037, 8.0740, 8.6602], [1.2770, 7.0321, 8.1398], [0.0647, 8.0851, 9.7389], [1.2880, 9.2986, 8.2108], [-0.2574, 8.9234, 10.1829], [-0.2395, 7.1972, 10.0922], [1.8980, 9.3299, 7.4117], [0.9880, 10.1612, 8.6225], [2.8174, 0.0688, 10.6940], [1.9538, -0.6291, 11.1967], [3.0771, 1.3397, 11.1177], [3.5983, -0.3624, 9.6596], [3.7807, 1.9283, 10.7142], [2.5220, 1.6914, 11.8758], [3.4357, -1.2933, 9.3232], [4.3129, 0.1927, 9.2285], [-5.3068, -13.1802, -2.2534], [-4.4707, -12.3157, -2.0464], [-6.6221, -13.0141, -1.9380], [-4.9888, -14.3789, -2.8174], [-7.3248, -13.7098, -2.1002], [-6.8875, -12.1397, -1.5231], [-4.0274, -14.5298, -3.0621], [-5.6574, -15.1031, -2.9979], [4.7106, 1.8869, -6.7076], [3.7015, 2.0356, -6.0444], [5.1770, 0.6541, -7.0684], [5.4610, 2.9418, -7.1466], [6.0052, 0.5099, -7.6136], [4.6490, -0.1418, -6.7621], [5.1460, 3.8618, -6.8993], [6.2947, 2.8424, -7.6933]], "atomic_forces_ev_per_a": [[0.3, -0.7, -0.8], [-0.4, 0.8, 0.4], [0.0, -0.2, 0.1], [1.5, -0.1, 0.3], [-1.3, -0.7, -0.8], [0.8, 0.5, -0.2], [-0.2, 0.4, -0.4], [0.6, -0.1, 0.7], [0.4, 0.0, -1.6], [-0.6, 0.6, 0.2], [-0.7, -0.9, 1.3], [0.6, 1.1, -0.3], [2.6, 0.8, -1.6], [-3.7, -1.9, 2.5], [0.2, 0.5, -0.7], [-0.3, 0.2, 0.3], [0.2, 0.3, 0.2], [-0.1, 0.3, 0.0], [0.1, -0.3, 0.0], [0.0, 0.2, -0.2], [-0.2, 0.0, 0.0], [0.0, 0.2, -0.1], [-0.4, -0.4, 0.1], [-0.1, 0.1, 0.0], [0.4, 0.1, 0.3], [0.0, -0.2, 0.1], [-0.4, -0.2, -0.1], [-0.2, 0.2, 0.2], [-0.1, 0.0, 0.2], [0.3, 0.0, 0.1], [0.0, 0.0, -0.3], [0.2, 0.0, -0.3], [0.0, 0.1, 0.1], [-0.1, -0.4, -0.2], [0.2, 0.1, 0.2], [0.1, 0.2, -0.4], [-0.3, -0.2, 0.0], [-0.1, 0.0, 0.2], [-0.1, -0.2, 0.1], [-0.1, 0.1, -0.1], [0.0, 0.0, -0.1], [-0.2, 0.0, -0.1], [0.2, 0.1, 0.0], [0.1, -0.2, -0.1], [-0.1, 0.1, 0.1], [-0.2, 0.2, 0.1], [0.1, -0.2, 0.1], [0.1, -0.1, 0.0], [0.0, 0.0, 0.0], [0.0, 0.0, 0.0], [-0.1, 0.0, -0.2], [-0.1, 0.0, -0.2], [0.0, 0.0, 0.2], [-0.1, -0.1, 0.0], [0.1, 0.1, 0.0], [0.0, 0.0, 0.1], [0.0, 0.0, -0.2], [0.0, 0.0, 0.0], [0.0, 0.0, 0.0], [-0.1, -0.1, -0.3], [0.0, 0.1, 0.3], [0.0, 0.1, 0.2], [0.1, -0.2, 0.1], [0.0, 0.0, 0.0], [0.0, 0.0, -0.1], [0.2, -0.1, -0.1], [0.0, 0.1, 0.0], [0.2, 0.0, 0.0], [-0.1, 0.0, 0.0], [0.1, -0.1, -0.1], [-0.1, -0.1, 0.2], [0.0, 0.0, 0.0], [0.0, 0.1, 0.2], [0.1, 0.1, 0.0], [0.0, 0.2, 0.0], [-0.2, -0.3, 0.2], [0.1, 0.2, -0.1], [0.2, 0.1, 0.0], [-0.1, 0.3, -0.1], [0.0, 0.0, 0.0], [0.0, 0.0, 0.0], [0.2, -0.2, 0.1], [0.1, 0.0, 0.0], [0.0, 0.0, -0.1], [0.0, 0.1, 0.0], [0.2, -0.2, 0.3], [0.0, 0.1, -0.1], [-0.1, 0.1, 0.0], [-0.1, 0.1, 0.0], [-0.1, -0.2, -0.1], [0.0, 0.0, 0.0], [0.1, -0.1, 0.2], [-0.3, 0.2, -0.1], [-0.1, 0.4, -0.1], [-0.2, 0.1, -0.1], [0.2, -0.2, -0.1], [0.0, 0.0, 0.0], [0.0, 0.0, 0.0], [0.1, 0.0, 0.0], [0.2, 0.0, -0.1], [-0.1, 0.0, 0.0], [0.0, 0.0, 0.3], [-0.1, -0.1, -0.2], [0.0, 0.0, 0.0], [0.1, 0.0, 0.0], [0.1, 0.1, -0.1], [0.0, 0.0, 0.0], [0.1, -0.1, 0.2], [0.0, 0.1, -0.1], [0.1, 0.0, 0.0], [-0.2, 0.0, -0.3], [0.0, 0.0, 0.1], [0.0, 0.0, 0.0], [0.4, -0.1, 0.3], [0.1, 0.0, 0.1], [0.2, -0.1, 0.3], [0.0, -0.1, 0.0], [0.0, 0.0, -0.2], [-0.2, 0.1, 0.0], [0.0, 0.0, 0.0], [0.0, 0.0, 0.0], [0.0, 0.0, 0.2], [0.0, 0.0, -0.1], [-0.1, 0.1, 0.0], [0.1, -0.1, 0.0], [0.0, -0.2, 0.0], [0.0, 0.1, -0.1], [0.0, 0.1, 0.1], [0.0, 0.0, 0.0], [0.0, 0.0, 0.1], [0.0, 0.0, 0.0], [0.0, -0.2, 0.3], [0.1, 0.0, -0.2], [-0.1, -0.1, -0.2], [0.0, 0.3, -0.1], [0.0, 0.1, 0.0], [0.0, -0.1, 0.1], [0.0, 0.0, 0.0], [0.0, -0.1, 0.0], [0.0, -0.2, 0.0], [0.1, 0.0, 0.1], [0.1, 0.1, 0.2], [-0.1, 0.1, -0.2], [0.0, 0.0, 0.0], [-0.1, -0.2, 0.1], [0.0, 0.0, 0.0], [0.1, 0.0, 0.1], [0.0, 0.2, 0.1], [0.1, 0.0, -0.2], [0.0, -0.1, 0.1], [0.3, -0.1, 0.0], [0.0, 0.0, 0.0], [0.0, 0.0, 0.0], [-0.2, 0.2, -0.1], [-0.1, 0.0, -0.1], [0.1, 0.2, 0.0], [-0.1, -0.1, -0.1], [0.0, 0.0, 0.2], [0.0, -0.2, -0.2], [0.0, 0.0, 0.0], [0.0, 0.0, 0.0], [0.1, 0.0, 0.0], [0.0, 0.0, 0.0], [-0.2, -0.1, -0.1], [0.2, 0.0, 0.1], [0.0, 0.1, 0.1], [0.2, -0.1, 0.0], [0.0, 0.0, 0.0], [0.0, 0.0, 0.0], [0.0, 0.0, 0.0], [0.0, 0.0, 0.0], [0.1, 0.0, 0.0], [0.0, -0.2, 0.0], [0.0, -0.1, 0.0], [0.0, 0.1, 0.0], [0.0, 0.0, 0.0], [0.0, 0.0, 0.0], [0.0, 0.0, 0.0], [0.0, 0.0, 0.0]], "energy_ev": -149001.3311, "homo_energy_ev": -8.8, "fmax_ev_per_a": 4.807, "orbital_gap_ev": 8.74}



{"formula": "C5H6O", "method": "ωB97M-V/def2-TZVPD", "species": ["C", "C", "C", "C", "O", "C", "H", "H", "H", "H", "H", "H"], "coordinates": [[-1.1868, 0.9015, -0.8818], [0.1603, 0.8787, 0.4248], [-1.0061, -0.1117, 0.1472], [0.0608, -1.2484, -0.0185], [0.9593, -0.8714, -1.0559], [1.1531, -0.3192, 0.2337], [-0.5622, 0.6180, -1.7492], [-0.0158, 1.7555, -0.3213], [0.1247, 1.3954, 1.3845], [-1.7578, -0.2353, 0.9287], [-0.0521, -2.3076, 0.1966], [2.1225, -0.4555, 0.7113]], "atomic_forces_ev_per_a": [[-0.2, -0.5, 0.0], [0.0, 0.4, 0.0], [-0.3, -0.1, -0.1], [-0.1, -0.2, 0.1], [-0.1, 0.0, 0.0], [0.1, 0.2, 0.1], [-0.1, 0.1, 0.2], [0.8, -0.2, 0.2], [-0.1, -0.2, -0.1], [0.2, 0.0, -0.2], [0.1, 0.3, 0.0], [-0.3, 0.1, -0.1]], "energy_ev": -7323.3124, "de_lowest_kcal_mol": 137.72, "homo_energy_ev": -8.5, "fmax_ev_per_a": 0.858, "orbital_gap_ev": 9.49}



{"formula": "C5H12O4", "method": "ωB97M-V/def2-TZVPD", "species": ["C", "C", "O", "C", "C", "O", "O", "C", "O", "H", "H", "H", "H", "H", "H", "H", "H", "H", "H", "H", "H"], "coordinates": [[1.1839, 2.1393, -0.5153], [1.5038, 0.6557, -0.5970], [2.1329, 0.2742, 0.6351], [0.1576, -0.2812, -0.8666], [-0.4801, -0.8969, 0.3441], [-0.2411, -0.2946, 1.5714], [-0.1712, -2.2591, 0.4571], [-2.1052, -0.7951, -0.0348], [-2.8519, -1.0837, 1.1455], [0.7929, 2.4986, -1.4722], [2.0762, 2.7325, -0.2756], [0.4412, 2.3407, 0.2641], [2.2311, 0.4955, -1.4013], [2.8433, -0.3694, 0.4615], [-0.5014, 0.3933, -1.4189], [0.4835, -1.0710, -1.5505], [0.7103, -0.0178, 1.5748], [-0.8333, -2.6322, 1.0683], [-2.3427, -1.5838, -0.7522], [-2.4554, 0.1624, -0.4312], [-2.5743, -0.4074, 1.7937]], "atomic_forces_ev_per_a": [[-0.1, 0.1, 0.1], [-1.2, -0.9, -0.1], [0.8, -0.3, -0.1], [3.3, 1.5, -0.6], [-3.1, 0.1, -0.8], [0.1, 1.0, -0.1], [-0.1, -0.4, -0.2], [1.1, -0.5, 1.8], [0.3, 0.3, 0.1], [0.0, -0.1, 0.1], [-0.1, -0.3, -0.1], [0.0, -0.1, -0.1], [-0.3, -0.1, 0.0], [-0.6, 0.3, 0.1], [-0.2, -0.3, 0.2], [-0.2, 0.0, 0.1], [-0.7, -0.4, 0.0], [0.4, 0.2, -0.2], [0.2, 0.1, 0.0], [0.6, 0.2, -0.1], [-0.2, -0.5, -0.3]], "energy_ev": -13568.8288, "de_lowest_kcal_mol": 30.36, "homo_energy_ev": -9.5, "fmax_ev_per_a": 3.687, "orbital_gap_ev": 10.15}



{"formula": "C6H9F", "method": "ωB97M-V/def2-TZVPD", "species": ["F", "C", "C", "C", "C", "C", "C", "H", "H", "H", "H", "H", "H", "H", "H", "H"], "coordinates": [[1.4037, -2.6272, 0.0716], [0.3266, -1.9261, 0.4948], [-0.3787, -0.8689, -0.3906], [-0.2250, 0.2879, -1.3404], [-0.2940, 1.4908, -0.3168], [0.0220, 0.8539, 1.0986], [0.5956, -0.4756, 0.6818], [-0.3759, -2.5661, 1.1070], [-1.3529, -0.8602, 0.0179], [-0.9566, 0.3817, -2.1320], [0.7894, 0.2022, -1.8047], [0.3659, 2.3301, -0.6359], [-1.3120, 1.9393, -0.2871], [0.7539, 1.4100, 1.6676], [-0.8718, 0.7530, 1.7069], [1.5098, -0.3245, 0.0613]], "atomic_forces_ev_per_a": [[0.2, -0.4, 0.0], [-1.1, 0.2, -0.2], [0.2, -1.3, -0.1], [1.3, 0.0, -0.5], [-0.4, 0.5, -0.1], [0.7, 0.3, 0.3], [0.5, 0.1, -0.6], [0.9, 0.9, -0.7], [-1.3, 0.1, 0.5], [-0.2, -0.1, -0.1], [-0.8, 0.4, 0.2], [-0.2, -0.7, 0.5], [0.5, -0.4, -0.1], [0.1, 0.5, 0.2], [-0.1, 0.0, 0.0], [-0.2, 0.1, 1.0]], "energy_ev": -9082.1717, "de_lowest_kcal_mol": 58.17, "homo_energy_ev": -9.0, "fmax_ev_per_a": 1.452, "orbital_gap_ev": 10.20}